This record from OMol25 describes a cluster of 10 separate species, C33H66O24 in total in a non-equilibrium geometry. The level of theory is ωB97M-V/def2-TZVPD.

Structure (XYZ):
```
123
C33H66O24 | OMol25 | ωB97M-V/def2-TZVPD
O -1.300 3.844 -5.405
O -4.346 0.725 0.383
O 7.536 0.265 -0.297
O 0.245 4.897 3.360
O 1.526 4.659 5.263
O 1.076 6.756 4.283
O 3.691 -2.505 2.781
O 0.708 -5.257 0.072
O -4.253 -2.540 1.547
O -1.846 5.637 -0.511
O -2.191 -3.597 -2.902
O 0.663 -6.735 -1.657
O -1.155 7.242 1.012
O 0.410 6.027 0.089
O -6.439 1.438 0.478
O 0.358 -0.735 0.876
O -1.488 4.435 -3.205
O -5.007 2.578 -0.588
O 5.789 1.716 -0.068
O -2.984 -3.773 2.911
O 5.288 -0.271 -0.377
O 1.034 -7.327 0.453
O -1.414 2.303 -3.756
O -5.070 -4.331 2.697
C 1.605 -0.362 0.249
C -5.207 1.508 0.064
C -0.907 6.249 0.119
C -6.341 -4.390 2.111
C -0.684 0.176 0.533
C 6.589 2.841 -0.167
C 0.014 -4.207 -0.652
C -0.886 -3.891 -4.862
C 1.014 5.425 4.412
C -1.963 -2.336 -3.440
C -3.773 2.970 -0.903
C -0.254 0.745 -0.854
C 4.080 -4.195 1.168
C 5.732 -1.542 -0.835
C -2.449 7.619 1.226
C 3.007 -3.517 1.980
C -6.779 0.416 1.345
C -1.786 -3.169 2.596
C -1.095 5.744 -3.496
C 1.283 0.859 -0.658
C -0.612 -2.575 -4.189
C -0.098 3.512 3.358
C 4.980 -3.000 3.104
C 0.734 -6.460 -0.480
C 0.878 4.768 -0.503
C -1.856 -4.578 -3.856
C -1.455 3.513 -4.262
C 6.311 0.519 -0.229
C -4.146 -3.448 2.320
C 1.631 7.637 5.277
C 0.868 -8.717 0.192
C -1.385 1.158 -4.653
C 5.441 -3.890 1.922
H 1.768 1.793 -0.378
H 4.776 -2.061 -0.898
H -2.745 -4.913 -4.390
H -0.526 0.038 -1.637
H 0.516 -3.779 -1.520
H -0.707 3.630 4.254
H -6.111 0.491 2.203
H -2.965 7.858 0.296
H -1.898 0.348 -4.134
H 0.878 4.039 0.307
H 2.657 7.425 5.578
H 0.047 -4.395 -5.115
H 6.157 -3.450 1.227
H -6.454 -4.705 1.073
H -2.840 6.862 1.905
H 1.096 7.497 6.217
H -0.214 5.595 -4.121
H -0.426 -1.717 -4.835
H -0.913 -4.662 -1.000
H 5.771 -4.853 2.310
H -6.494 -0.532 0.890
H -1.936 -1.566 -2.669
H -0.346 0.853 -4.778
H 7.035 3.190 -1.099
H 2.202 0.081 1.047
H -2.447 8.541 1.808
H -3.150 2.208 -1.371
H 4.976 -3.487 4.079
H -1.776 1.336 -5.654
H -1.608 -2.826 1.577
H -0.940 -3.800 2.870
H -1.402 -5.367 -3.256
H 2.029 -1.209 -0.291
H 0.701 2.787 3.509
H 2.641 -4.057 2.853
H 6.157 -1.588 -1.838
H -1.619 -2.293 3.222
H -2.799 -2.201 -4.126
H 1.752 8.695 5.044
H 1.773 0.648 -1.608
H 5.688 -2.180 3.229
H -0.682 6.301 -2.655
H -3.882 3.683 -1.720
H -0.638 1.747 -1.047
H -0.782 3.145 2.592
H 7.331 2.753 0.627
H 2.138 -3.196 1.404
H -3.279 3.427 -0.044
H -0.723 0.985 1.263
H 1.305 -9.069 -0.742
H -6.785 -3.400 2.211
H 0.124 -2.771 -3.409
H 5.983 3.669 0.198
H 3.842 -5.242 1.359
H -0.069 -3.417 0.095
H 6.421 -2.077 -0.181
H 1.910 4.680 -0.841
H -1.447 -3.774 -5.789
H -6.863 -5.203 2.616
H -1.609 -0.392 0.433
H -1.657 6.361 -4.197
H 1.302 -9.245 1.040
H -7.793 0.459 1.745
H -0.203 -8.914 0.142
H 0.273 4.419 -1.340
H 4.160 -4.041 0.092
```

## Properties
gap between HOMO and LUMO: 9.71 eV
F_max: 0.10337 Eh/bohr
SMILES string: COC(=O)OC.COC(=O)OC.COC(=O)OC.COC(=O)OC.COC(=O)OC.COC(=O)OC.COC(=O)OC.C1CCOC1.C1CCOC1.C1CCOC1
lowest unoccupied orbital energy: 0.0153 hartree
highest occupied orbital energy: -9.3 eV
2S+1: 1
total energy: -3102.5379 Ha